Entry 1:
Computed, not measured: 2 unconnected molecules or ions with the total composition C6H10BCl4IO4 at a distorted geometry, with wB97M-V/def2-TZVPD.

Output
Max |F| ... 0.025 hartree/bohr
Total charge ... 0
Orbital gap ... 9.671 eV
Total energy ... -73443.3023 eV
LUMO energy ... 0.131 eV

Last column: natural (NBO) charge in e.
Positions of all 26 atoms, in Å:
I -2.29713 1.72680 -1.10269  0.0282
Cl 5.95712 2.97723 0.88216  0.0617
Cl 3.89603 1.02686 1.37626  0.0544
Cl 4.57643 1.77540 -1.33788  0.0551
Cl 3.19259 3.63408 0.37838  0.0642
O 1.08054 -1.43398 1.27128  -0.8727
O -1.08568 -0.63281 3.00377  -0.5367
O -0.24977 0.54577 1.26450  -0.7118
O -2.47242 0.36586 1.58275  -0.5200
C -2.54217 -1.29637 -0.18918  -0.4652
C -2.87898 0.12545 0.25927  0.0366
C 4.40401 2.35357 0.32175  -0.2281
C -1.23842 0.01274 2.00909  0.9959
C -2.34136 -1.54372 -1.68481  -0.6090
C 1.27949 0.12952 -0.75052  -1.0297
B 0.70411 -0.28258 0.65451  1.1440
H 2.33259 -0.12182 -0.86837  0.2354
H -1.65999 -1.65860 0.34680  0.2118
H -1.40480 -1.11168 -2.03791  0.2124
H -3.17610 -1.17004 -2.27771  0.2180
H -3.37739 -1.91875 0.14983  0.2284
H 1.09758 1.18546 -0.95111  0.2544
H -3.95634 0.27231 0.28673  0.2151
H 0.69950 -0.43397 -1.49429  0.2422
H -2.28349 -2.62424 -1.84760  0.2178
H 1.74404 -1.90250 0.75498  0.4977


Entry 2:
Computed, not measured: C2H6N4 in the gas phase, with wB97M-V/def2-TZVPD.

Output
Max |F| ... 0.016 hartree/bohr
Total charge ... 0
Energy relative to the best compared isomer or geometry (same formula, charge and spin) ... 0.411 eV
Orbital gap ... 9.374 eV
Total energy ... -8131.6820 eV
LUMO energy ... 0.571 eV

Last column: natural (NBO) charge in e.
Positions of all 12 atoms, in Å:
N 1.47088 0.42177 -0.16510  -0.8382
N -2.45705 1.50314 0.10910  -0.6509
N 0.75268 -1.78754 0.05803  -0.7972
N -0.81740 -0.15581 0.12202  -0.6195
C 0.42242 -0.46522 0.00507  0.6160
C -1.25848 1.13593 -0.01568  0.2511
H 2.38912 -0.00160 -0.29047  0.3808
H 1.64623 -2.09196 -0.29059  0.3812
H -3.07902 0.74020 0.36993  0.3328
H 1.49123 1.21667 0.45148  0.4019
H -0.01499 -2.42863 -0.04212  0.4097
H -0.54562 1.91305 -0.31168  0.1323


Entry 3:
Computed, not measured: 2 unconnected molecules or ions with the total composition C6H13NO, with wB97M-V/def2-TZVPD.

Output
Max |F| ... 0.014 hartree/bohr
Total charge ... -1
Energy relative to the best compared isomer or geometry (same formula, charge and spin) ... 1.436 eV
2S+1 ... 2
Orbital gap (spin up / spin down) ... 2.378 / 8.742 eV
Total energy ... -9968.0925 eV
LUMO energy (spin up / spin down) ... 3.556 / 3.498 eV
⟨S²⟩ ... 0.75

Last column: natural (NBO) charge in e.
Positions of all 21 atoms, in Å:
O 3.66769 -0.59408 -0.11888  -1.3202
N -2.07065 0.76223 -3.43541  -0.8252
C -1.05635 0.42932 -1.24546  -0.2796
C 0.28347 0.23516 2.05093  -0.2032
C -0.09180 -0.02340 3.48192  -0.6403
C -1.17088 0.15886 -2.54104  -0.0964
C 0.08834 -0.09798 -0.41476  -0.5783
C -0.29765 -0.34229 1.01021  -0.1673
H -1.73095 1.13882 -0.76790  0.1709
H -1.12479 -0.36486 3.56292  0.1994
H -0.46625 -0.51888 -3.01298  0.1731
H 1.02695 1.00391 1.86580  0.1988
H 0.47383 -1.02406 -0.85819  0.2006
H -2.74176 1.36668 -2.98117  0.3545
H 0.93463 0.59430 -0.44292  0.2287
H 3.37372 -1.49953 -0.34897  0.3230
H 0.53390 -0.82512 3.88841  0.2105
H -2.55622 0.12215 -4.04801  0.3575
H 3.99890 -0.29042 -0.99186  0.3183
H 0.01463 0.83823 4.14346  0.2003
H -1.08876 -1.06902 1.20390  0.1746